(1)
Density functional theory data (ωB97M-V/def2-TZVPD) for a molecular structure, C41H69BCrF3N11OS2.

Results
Charge ... +1
Calculated total energy ... -4446.6547 a.u.
Multiplicity ... 4
HOMO energy (spin up / spin down) ... -10.03 / -10.03 eV
Energy relative to the best compared isomer or geometry (same formula, charge and spin) ... 0.0 kcal per mole

Cartesian coordinates (Å):
Cr1 1.82957 -0.54954 0.06828
C1 1.31183 -5.67037 1.63385
C2 2.14039 -4.52112 1.16861
C3 3.49707 -4.46932 0.97890
C4 3.80309 -3.18284 0.53106
N1 2.64804 -2.46834 0.44746
N2 1.64914 -3.31897 0.85072
B1 0.18987 -2.88106 1.01761
N3 -0.40314 -2.43385 -0.30905
N4 0.20949 -1.49377 -1.08533
C5 -0.51533 -1.44675 -2.22799
C6 -1.60123 -2.30928 -2.13445
C7 -1.49790 -2.91881 -0.90365
C8 -2.39528 -3.93528 -0.28512
C9 -0.16776 -0.67039 -3.47490
C10 0.23128 0.73784 -3.09240
C11 0.95879 -1.40050 -4.21806
C12 -1.38119 -0.58329 -4.40664
N5 0.09832 -1.76504 2.04948
N6 0.64714 -0.52206 1.85308
C13 0.27959 0.21588 2.94126
C14 -0.45005 -0.60330 3.80535
C15 -0.55051 -1.83274 3.21201
C16 -1.24359 -3.05342 3.71564
C17 0.52722 1.66435 3.38934
C18 1.69583 1.66755 4.38342
C19 -0.74555 2.15340 4.11266
C20 0.78409 2.70350 2.30806
C21 5.26921 -2.91265 0.15312
C22 5.71773 -1.48766 -0.18148
C23 5.54820 -3.80282 -1.07485
C24 6.15462 -3.39041 1.31434
H1 1.95529 -6.53382 1.78989
H2 0.80672 -5.44749 2.57290
H3 0.54999 -5.93931 0.90294
H4 4.18616 -5.27944 1.13203
H5 -0.42954 -3.81301 1.41285
H6 -2.36311 -2.48490 -2.87151
H7 -3.20519 -4.16709 -0.97394
H8 -1.86452 -4.85901 -0.05812
H9 -2.83293 -3.56378 0.64159
H10 1.00834 0.69547 -2.34336
H11 0.58294 1.29571 -3.96428
H12 -0.61614 1.26533 -2.64489
H13 1.79716 -1.62803 -3.56246
H14 0.58725 -2.34765 -4.61226
H15 1.30837 -0.80131 -5.06290
H16 -2.22838 -0.10680 -3.91140
H17 -1.11891 0.01479 -5.28151
H18 -1.69277 -1.56451 -4.76449
H19 -0.86112 -0.33869 4.76004
H20 -1.68197 -2.83737 4.68797
H21 -2.04062 -3.36969 3.04334
H22 -0.55538 -3.88978 3.83309
H23 1.50425 0.99888 5.22340
H24 2.61903 1.35154 3.89747
H25 1.84281 2.67563 4.77646
H26 -0.98940 1.57938 5.00234
H27 -0.58825 3.18422 4.43195
H28 -1.60024 2.12786 3.43278
H29 1.81573 2.69447 1.98384
H30 0.11006 2.56833 1.46427
H31 0.59652 3.69136 2.73184
H32 4.94001 -0.90414 -0.64669
H33 6.02999 -0.94310 0.70610
H34 6.58204 -1.53948 -0.84592
H35 4.95670 -3.48097 -1.93702
H36 6.60564 -3.74123 -1.33791
H37 5.30233 -4.84733 -0.89209
H38 5.91641 -2.84807 2.22965
H39 6.05604 -4.45638 1.51080
H40 7.19894 -3.19302 1.06667
F1 5.80372 4.25068 0.26347
C25 5.28293 3.05094 0.56507
F2 5.36621 2.89543 1.89478
F3 6.07243 2.11881 -0.00378
C26 3.86555 2.93082 0.07465
C27 3.25493 3.97031 -0.59423
C28 1.93678 3.83721 -1.02715
C29 1.30383 2.62748 -0.83142
N7 1.90639 1.60030 -0.22485
C30 3.13420 1.75637 0.30089
S1 3.57374 0.39954 1.27918
H41 3.79583 4.89357 -0.75245
H42 1.41055 4.65454 -1.49726
H43 0.27502 2.47419 -1.11997
C31 -5.73344 -0.11041 -1.63790
C32 -4.81586 0.73782 -2.50906
C33 -5.12955 2.23166 -2.45480
C34 -4.97669 2.84291 -1.06606
N8 -3.61839 2.64471 -0.55236
C35 -3.29493 1.72269 0.39112
S2 -1.91600 0.76664 0.25824
N9 -4.12894 1.57692 1.43729
C36 -5.03201 2.58369 1.98492
C37 -6.45069 2.06337 2.16443
C38 -7.39295 3.12196 2.73048
C39 -7.68302 4.25320 1.75087
H44 -5.52562 -1.17256 -1.76758
H45 -6.78365 0.05543 -1.88802
H46 -5.60296 0.11051 -0.57651
H47 -4.88690 0.40894 -3.54872
H48 -3.77833 0.56760 -2.20295
H49 -6.15593 2.41387 -2.78724
H50 -4.48515 2.77149 -3.15667
H51 -5.67322 2.37325 -0.37387
H52 -5.21337 3.90909 -1.08837
H53 -2.90118 2.69164 -1.26084
H54 -3.82650 0.84857 2.06647
H55 -4.99672 3.45750 1.33793
H56 -4.63747 2.90298 2.95579
H57 -6.42156 1.19246 2.82491
H58 -6.83491 1.70214 1.20464
H59 -6.97056 3.52918 3.65423
H60 -8.33040 2.64210 3.01700
H61 -6.78630 4.82242 1.50034
H62 -8.40346 4.95947 2.16188
H63 -8.09888 3.86256 0.81948
C40 4.39350 1.61685 -4.17278
N10 3.66925 1.13850 -3.01253
C41 3.62074 -0.14619 -2.61880
N11 4.35295 -1.03953 -3.30733
O1 2.93342 -0.52962 -1.65115
H64 4.33188 2.70149 -4.19287
H65 3.97859 1.22867 -5.10622
H66 5.45110 1.35788 -4.10489
H67 3.00077 1.74803 -2.57558
H68 4.93286 -0.77747 -4.08265
H69 4.40916 -1.97915 -2.95501

Forces on atoms 1 to 2 (eV/Å):
Cr 0.22 0.14 -0.08
C 0.02 -0.05 0.01

(2)
Density functional theory data (ωB97M-V/def2-TZVPD) for 2 unconnected molecules or ions with the total composition C3H8NO in a non-equilibrium geometry.

Results
Charge ... -1
Calculated total energy ... -249.0011 a.u.
HOMO energy ... -1.98 eV
Energy relative to the best compared isomer or geometry (same formula, charge and spin) ... 53.7 kcal per mole

Cartesian coordinates (Å):
C1 1.78679 -0.02427 1.76881
O1 1.38472 -0.94333 0.74441
H1 1.22204 0.93426 1.93732
H2 2.75771 0.25505 1.45235
H3 1.85928 -0.60754 2.63542
C2 -1.43215 1.08650 -1.82026
C3 -1.29007 0.00740 -0.96354
N1 -0.49349 -1.07883 -0.89504
H4 -1.13865 1.09965 -2.80602
H5 -1.82902 2.00272 -1.45399
H6 -2.03656 -0.01235 -0.22326
H7 -1.18043 -1.88492 -0.98443
H8 0.38982 -0.83433 0.60823

Forces on atoms 1 to 2 (eV/Å):
C -0.50 -0.10 -1.66
O -1.01 1.41 1.28

(3)
Density functional theory data (ωB97M-V/def2-TZVPD) for a single C3H2NP molecule in a non-equilibrium geometry.

Results
Calculated total energy ... -511.4626 a.u.
HOMO energy ... -10.46 eV
SMILES ... C#CPC#N
Energy relative to the best compared isomer or geometry (same formula, charge and spin) ... 41.1 kcal per mole

Cartesian coordinates (Å):
C1 -2.14913 0.29150 0.57782
C2 -1.04038 -0.14365 0.20550
P1 0.89786 -1.26242 0.00492
C3 1.74464 0.32611 -0.20379
N1 2.35495 1.27890 -0.28368
H1 -2.75667 1.02221 1.01797
H2 0.94873 -1.51265 -1.31874

Forces on atoms 1 to 2 (eV/Å):
C 4.56 -1.27 -1.18
C -0.18 -1.23 0.45

(4)
Density functional theory data (ωB97M-V/def2-TZVPD) for 8 unconnected molecules or ions with the total composition C5H25N2O8 in a non-equilibrium geometry.

Results
Charge ... +2
Calculated total energy ... -916.2025 a.u.
Multiplicity ... 2
HOMO energy (spin up / spin down) ... -16.89 / -16.88 eV
Energy relative to the best compared isomer or geometry (same formula, charge and spin) ... 70.4 kcal per mole

Cartesian coordinates (Å):
O1 -1.69350 0.82751 2.38981
C1 -2.04514 1.35680 1.41683
C2 -1.21398 1.59380 0.19832
C3 -2.04312 1.08152 -1.01788
C4 -1.55027 -0.33224 -1.49758
N1 0.53769 -1.57663 0.03091
C5 -0.72686 -1.72661 0.31131
N2 -1.79405 -1.37350 -0.56242
H1 -3.14585 1.57880 1.33027
H2 -1.06808 2.71487 0.13793
H3 -0.16868 1.21180 0.26129
H4 -3.11384 1.04809 -0.86627
H5 -2.11619 1.83766 -1.79927
H6 -0.42589 -0.21224 -1.65575
H7 -1.84014 -0.65020 -2.54846
H8 0.94329 -1.10920 -0.83170
H9 1.16575 -2.13821 0.63646
H10 -1.03616 -2.14452 1.30234
H11 -2.71926 -1.46444 -0.11159
H12 1.54026 -1.66875 3.53631
H13 1.68245 -0.81544 2.28558
O2 1.03831 -1.37822 2.73986
H14 2.74089 0.25199 0.66150
H15 2.07293 1.21325 1.63341
O3 2.63009 0.50634 1.55902
H16 3.11356 -0.22857 -1.31835
H17 3.68863 -1.47190 -0.78035
O4 2.83144 -1.01573 -0.71093
H18 0.79626 2.32376 3.77132
H19 -0.07420 1.39859 2.76304
O5 0.72163 1.99583 2.82106
H20 -3.12466 -3.11030 2.20851
H21 -3.09734 -1.67181 2.89001
O6 -2.94423 -2.13856 2.02416
H22 0.19481 1.38789 -4.75985
H23 0.86716 2.48726 -3.98041
O7 0.93585 1.48997 -4.11916
H24 2.27976 0.62972 -3.42424
H25 3.23229 -0.65546 -3.78587
O8 2.92837 -0.05289 -3.13919

Forces on atoms 1 to 2 (eV/Å):
O 0.91 -1.46 2.70
C -1.92 0.45 -1.82

(5)
Density functional theory data (ωB97M-V/def2-TZVPD) for 2 unconnected molecules or ions with the total composition C18H41BF6N5O5PS2 in a non-equilibrium geometry.

Results
Calculated total energy ... -3122.2810 a.u.
HOMO energy ... -8.86 eV

Cartesian coordinates (Å):
C1 -5.56549 -3.51998 -1.29477
C2 -4.83742 -3.91898 -2.58120
O1 -5.04392 -2.89600 -3.55077
C3 -3.98905 -2.77173 -4.48460
C4 -3.13982 -1.58158 -4.15386
O2 -2.54200 -1.76807 -2.88101
C5 -2.16774 -0.56233 -2.30090
N1 -1.05165 -0.79776 -1.39266
N2 -1.47984 -1.03388 -0.05266
C6 -0.18247 0.30613 -1.34069
N3 -0.55905 1.28276 -0.59939
C7 0.20599 2.50909 -0.30402
C8 -0.27119 2.97729 1.06958
C9 0.43259 4.22995 1.59291
S1 2.21813 4.29221 1.31276
C10 2.78977 3.13702 2.58741
S2 2.91984 1.55786 2.25435
N4 3.10460 3.74224 3.79782
C11 2.62735 2.99245 4.96279
C12 1.14145 3.21233 5.18612
C13 4.52929 4.14006 3.86634
C14 5.48514 3.07594 4.36938
N5 1.03131 0.36738 -1.98656
C15 2.14334 -0.23974 -1.20260
C16 1.89095 -1.64356 -0.63453
O3 3.00539 -2.46411 -1.02273
B1 1.02375 -0.01697 -3.41510
O4 1.94429 0.64123 -4.22175
O5 0.16526 -0.91103 -3.97176
C17 0.74927 -2.03855 -4.65021
C18 0.60094 -3.29159 -3.77527
H1 -4.91201 -3.68610 -0.44571
H2 -5.82291 -2.47300 -1.32587
H3 -6.45017 -4.12674 -1.15323
H4 -3.78495 -4.01237 -2.34123
H5 -5.19504 -4.87284 -2.95697
H6 -3.36210 -3.65750 -4.46903
H7 -4.40209 -2.62882 -5.48008
H8 -3.71252 -0.65662 -4.18108
H9 -2.36135 -1.48587 -4.91802
H10 -1.82268 0.11982 -3.07722
H11 -2.98992 -0.13592 -1.71380
H12 -0.72607 -1.40032 0.51478
H13 -2.31486 -1.59718 0.01575
H14 -1.46119 1.21086 -0.13501
H15 0.02721 3.24131 -1.07972
H16 1.24556 2.24473 -0.21786
H17 -0.11632 2.16478 1.77237
H18 -1.33848 3.17261 1.01101
H19 -0.05162 5.12400 1.22326
H20 0.28855 4.24540 2.66728
H21 3.12546 3.41909 5.82661
H22 2.88747 1.93747 4.95315
H23 0.95353 4.26535 5.02549
H24 0.88636 2.97492 6.21083
H25 0.52726 2.58986 4.54299
H26 4.57575 5.03176 4.47997
H27 4.84724 4.44202 2.87508
H28 5.29686 2.78700 5.39292
H29 6.48016 3.50932 4.34958
H30 5.50774 2.20551 3.72481
H31 2.98949 -0.31917 -1.87215
H32 2.46450 0.42271 -0.41070
H33 1.89177 -1.59116 0.44929
H34 1.00104 -2.11289 -1.03266
H35 3.40513 -2.83088 -0.22424
H36 2.75399 0.12272 -4.33528
H37 0.18078 -2.19305 -5.55882
H38 1.77340 -1.85910 -4.96047
H39 1.57018 -3.65255 -3.46303
H40 0.00640 -3.01450 -2.91682
H41 0.03829 -4.06068 -4.28468
F1 -2.08160 -3.23089 3.45053
P1 -1.58824 -1.69638 3.77844
F2 -2.01646 -0.19230 4.29817
F3 -0.57187 -1.91490 2.46599
F4 -2.69919 -1.25514 2.62660
F5 -0.11586 -1.36998 4.43672
F6 -2.00566 -2.21249 5.27968

Forces on atoms 1 to 2 (eV/Å):
C 0.28 -0.60 -0.26
C -0.23 0.57 0.61

(6)
Density functional theory data (ωB97M-V/def2-TZVPD) for a gas-phase ion, C3H9N2S (charge -1) in a non-equilibrium geometry.

Results
Charge ... -1
Calculated total energy ... -627.4314 a.u.
HOMO energy ... -2.54 eV
SMILES ... NC[C@@H](N)C[S-]
Energy relative to the best compared isomer or geometry (same formula, charge and spin) ... 5.7 kcal per mole

Cartesian coordinates (Å):
N1 -0.20652 0.95632 -2.04003
C1 0.50634 0.07652 -1.11231
C2 0.10561 0.22047 0.35043
N2 -1.41214 0.19020 0.40127
C3 0.67518 -0.86996 1.23574
S1 0.45015 -0.59091 3.01380
H1 0.21184 1.87853 -1.94370
H2 -1.13288 1.11074 -1.64341
H3 0.30048 -0.96248 -1.38164
H4 1.57728 0.26040 -1.19494
H5 0.29407 1.21015 0.77190
H6 -1.56171 0.21170 1.41805
H7 -1.62941 -0.79162 0.21941
H8 1.67490 -1.10175 0.88941
H9 0.14680 -1.79833 1.01601

Forces on atoms 1 to 2 (eV/Å):
N 0.05 0.61 0.07
C -0.10 0.06 0.44